Entry from the OMol25 dataset: C18H14F3FeNO8S as an isolated structure (the ωB97M-V functional and the def2-TZVPD basis).

The geometry in ORCA input format:
```
! wB97M-V def2-TZVPD RIJCOSX def2/J DEFGRID3
* xyz -2 5
H -0.0516 3.3204 -2.3712
H -1.0130 0.9815 -2.4567
C 0.0610 0.3208 -0.6981
C -2.1561 -2.9389 0.3116
C -1.6436 -1.9049 1.1676
C -0.1909 -3.5607 2.2219
H 1.0383 5.4063 -0.8384
C 3.1490 1.6789 -3.0095
H 2.7676 5.7987 -1.1543
C 1.0474 0.7405 0.3303
Fe 1.8453 0.8141 -2.1998
H 3.0678 1.6803 0.0537
O -1.1494 1.5537 2.2897
S -2.1645 0.5219 2.3377
N 0.0688 -5.7685 1.1846
O -0.2990 -6.5965 0.3181
C 0.3238 2.5203 -1.7319
O -2.4496 -0.1876 3.5680
H 1.4910 -0.1092 0.8752
H 0.5773 -3.8342 2.9423
F -3.6802 1.9579 0.6820
H -2.0308 -5.0203 -0.2740
C -2.0095 -0.5457 0.9678
C 1.4120 0.0071 -3.7220
O 2.3501 3.8199 -1.2404
O 1.3907 -0.5062 -4.7657
F -3.8202 2.5222 2.7995
H -2.6998 -0.2815 0.1684
C 2.0800 5.1074 -0.6580
O 4.0041 2.1805 -3.6240
H -2.9455 -2.6735 -0.3953
O 3.7400 -1.3210 -1.7636
F -4.8041 0.6865 2.0866
H -0.3619 -1.5627 2.9160
O 1.0540 -5.9621 1.9361
H 2.3045 5.0648 0.4168
H 0.5280 1.3468 1.0987
H -0.3674 -0.6879 -0.6586
C -0.7075 -2.2849 2.1799
C -3.7196 1.4812 1.9521
C 1.5313 2.7146 -1.0429
C 2.9146 -0.5074 -1.8120
C -0.6405 -4.5384 1.3038
C 2.0685 1.5732 -0.3583
C -0.2411 1.2200 -1.7146
C -1.6697 -4.2275 0.3812
*
```

## Properties
Lowest unoccupied orbital energy (alpha / beta), Ha: 0.1634 / 0.1164
HOMO level (alpha / beta), eV: 0.7 / -1.6
Total energy, Ha: -3312.21668
Molar mass, g/mol: 517.2
HOMO-LUMO gap (alpha / beta), eV: 3.74 / 4.73
Energy relative to the best compared isomer or geometry (same formula, charge and spin), kcal/mol: 20.10